1.
Below is the molecule C23H25N5S at a distorted geometry, with properties calculated with wB97M-V/def2-TZVPD.

The HOMO energy is -8.26 eV. Its SMILES is c1ccc(Cn2c3ccccc3c3nnc(SCCN4CCCCC4)nc32)cc1. The HOMO-LUMO gap is 0.3023 hartree. As for the total energy: -1563.41246 a.u.

```
54
Properties=species:S:1:pos:R:3:forces:R:3
C 4.80194 4.28958 1.81150 0.01 0.07 0.05
C 4.81966 2.97598 2.24562 0.02 -0.01 0.07
C 4.63574 1.94119 1.34457 -0.02 -0.05 -0.03
C 4.42617 2.21150 -0.00076 -0.02 0.06 -0.03
C 4.40412 3.53264 -0.42893 0.04 -0.11 0.00
C 4.59447 4.56568 0.47060 0.02 0.09 -0.01
H 4.57461 5.58856 0.12499 -0.01 0.08 -0.03
H 4.23414 3.75135 -1.47315 -0.05 0.03 -0.12
C 4.23532 1.10155 -1.00984 0.15 0.25 -0.09
N 3.57624 -0.05498 -0.46147 0.09 0.08 -0.12
C 2.23730 -0.21524 -0.41929 -1.14 -0.43 0.13
N 1.31341 0.58467 -0.91057 0.37 0.04 0.03
C 0.07403 0.11700 -0.70715 0.36 -0.04 0.04
N -0.26710 -1.00927 -0.08949 -0.82 0.18 -0.12
N 0.65161 -1.80568 0.38725 0.97 -0.63 0.39
C 1.90891 -1.44704 0.24077 -0.21 0.89 -0.47
C 3.15955 -2.04104 0.61278 0.40 -0.08 0.08
C 3.50487 -3.21549 1.26543 0.07 0.16 -0.08
C 4.84622 -3.48331 1.46333 -0.01 -0.17 0.09
C 5.82684 -2.59940 1.02235 0.01 0.05 -0.03
C 5.50283 -1.42179 0.37045 0.05 0.10 -0.05
C 4.16122 -1.14571 0.16548 -0.07 -0.67 0.28
H 6.27460 -0.74206 0.04267 0.08 0.07 -0.03
H 6.86654 -2.83506 1.19382 0.08 -0.01 0.01
H 5.14232 -4.39009 1.96839 0.02 -0.08 0.04
H 2.73533 -3.89100 1.60328 -0.07 -0.09 0.05
S -1.20954 1.10725 -1.33367 -0.52 0.13 -0.11
C -2.65823 0.11450 -0.83059 0.17 0.17 -0.11
C -3.93536 0.75368 -1.39127 0.38 0.13 -0.05
N -5.16450 0.08338 -1.04729 0.00 -0.04 0.04
C -5.50404 0.11447 0.36196 -0.29 0.16 0.04
C -6.97372 -0.26350 0.53234 0.20 -0.17 0.18
C -7.21930 -1.65681 -0.03648 -0.13 0.20 -0.16
C -6.76033 -1.69107 -1.49024 0.21 -0.20 0.13
C -5.29919 -1.25712 -1.58362 -0.27 0.00 -0.20
H -4.98066 -1.24440 -2.62880 0.07 -0.04 0.02
H -4.67311 -1.98563 -1.03871 0.03 0.00 -0.06
H -7.36912 -1.00317 -2.07868 -0.02 0.00 -0.08
H -6.87226 -2.69450 -1.90457 -0.03 -0.01 -0.05
H -8.27759 -1.91470 0.03388 0.01 -0.07 0.05
H -6.65348 -2.39153 0.54185 -0.01 -0.07 0.05
H -7.58690 0.46088 -0.00559 -0.03 0.08 0.03
H -7.24185 -0.22751 1.58965 -0.03 0.04 0.03
H -5.33409 1.12706 0.73596 0.06 -0.03 0.04
H -4.88405 -0.58261 0.95319 0.02 0.06 0.02
H -4.00294 1.78448 -1.03070 -0.02 0.01 -0.08
H -3.86400 0.78535 -2.48269 0.00 0.07 0.02
H -2.50649 -0.89199 -1.21569 -0.07 0.00 0.10
H -2.66665 0.08565 0.25767 -0.05 -0.12 -0.03
H 5.20630 0.79095 -1.41203 -0.17 -0.01 -0.04
H 3.61469 1.46640 -1.83324 0.15 -0.06 0.04
H 4.65211 0.92051 1.69871 -0.02 -0.08 0.03
H 4.97761 2.75204 3.29034 0.01 -0.01 0.08
H 4.94581 5.09538 2.51568 0.00 0.07 0.05
```
Forces are in eV/Å.

***

2.
Below is a structure of composition C7H24AlNO4PS2 at a distorted geometry, with properties calculated with wB97M-V/def2-TZVPD.

The HOMO energy is -4.48 eV. The charge is -1. The HOMO-LUMO gap is 0.2562 hartree. As for the total energy: -2016.90865 a.u.

```
40
Properties=species:S:1:pos:R:3:forces:R:3
C 0.60102 1.97167 -0.55690 -0.49 0.20 0.03
C -1.01776 1.72568 -0.44607 0.22 0.36 1.12
C -1.36039 1.32962 1.13670 -0.70 1.36 -1.02
Al -1.32771 -0.68528 1.51735 -1.47 1.21 0.32
P 0.76364 -1.68364 1.39033 1.35 -0.33 -0.33
N 1.58625 -1.30157 0.03551 -0.64 -2.42 1.07
O 1.65246 -1.24668 2.86248 0.06 0.29 -2.15
O 0.48139 -3.43311 1.51266 0.00 1.67 -1.78
H 0.78512 3.12599 -0.71455 -0.05 -2.33 0.20
H 1.11543 1.63514 0.45109 -1.00 0.67 -2.15
H 1.03698 1.31936 -1.42548 -0.61 1.47 1.70
H -1.30498 0.88511 -1.20773 0.24 1.53 1.62
H -1.66623 2.70543 -0.65646 1.63 -1.97 -0.05
H -2.49005 1.68018 1.29314 2.12 -0.81 -0.04
H -0.72098 1.99046 1.86351 -1.07 -0.97 -1.43
H -1.81964 -0.86094 3.04445 0.02 -0.14 0.20
H -2.35160 -1.35990 0.48041 0.68 -0.40 0.07
H 1.74228 -2.24555 -0.43060 0.20 1.47 0.48
H 2.19413 -0.44014 2.59175 -0.93 -1.62 0.28
H 0.05710 -3.64821 0.60933 0.87 0.56 2.09
C 5.43400 -1.83608 -1.71921 0.09 -0.04 -0.14
S 5.06963 -0.43424 -0.63503 -0.43 0.47 -0.15
O 4.90982 0.77796 -1.50383 0.41 -0.66 0.32
C 6.71330 -0.35195 0.11635 0.25 0.04 -0.12
H 4.54857 -2.04753 -2.32349 0.04 0.14 0.20
H 6.27143 -1.59194 -2.37708 -0.04 0.07 0.06
H 5.67557 -2.71265 -1.11355 -0.07 0.09 0.02
H 7.47045 -0.20087 -0.65672 -0.06 0.01 0.00
H 6.91226 -1.27790 0.66080 -0.09 0.05 -0.03
H 6.73502 0.48889 0.81365 -0.14 -0.10 -0.13
C -5.67848 1.17177 0.83491 0.04 0.14 0.05
S -5.68193 -0.26005 -0.27110 0.88 -0.20 -0.08
O -4.25600 -0.68261 -0.46594 -1.44 0.46 -0.14
C -6.18570 0.65226 -1.74992 -0.05 0.15 -0.12
H -5.35226 0.84523 1.82527 0.02 -0.08 -0.20
H -4.98986 1.93237 0.45944 0.02 -0.14 -0.02
H -6.68881 1.58157 0.90446 0.01 -0.08 -0.04
H -5.46520 1.44542 -1.96322 0.02 -0.10 0.08
H -7.17906 1.07936 -1.59428 0.03 -0.04 0.02
H -6.21921 -0.04260 -2.59240 0.05 0.00 0.20
```
Forces are in eV/Å.

***

Question: Look up the HOMO-LUMO gap of the first one.
Answer: 0.3023 hartree

***

Question: Which formula does entry 2 have?
Answer: C7H24AlNO4PS2

***

Question: Which formula does entry 1 have?
Answer: C23H25N5S

***

Question: Which value of HOMO-LUMO gap does entry 2 give?
Answer: 0.2562 hartree